[1]
Computed, not measured: a molecular structure, C33H45N6O4PtSSb, with ωB97M-V/def2-TZVPD.

The geometry in XYZ format:
```
91
Properties=species:S:1:pos:R:3:forces:R:3
Pt -2.7781 -1.7677 -0.4105 0.1 0.0 0.1
Sb 1.7529 -1.0881 0.0033 0.0 0.0 0.0
S -5.0718 -1.4324 -1.5877 -0.1 -0.1 0.1
O -3.9906 -2.5117 -1.8464 0.0 0.0 0.1
O -5.9421 -1.8042 -0.5192 0.0 0.0 -0.1
O -5.6260 -0.9221 -2.7942 0.1 0.1 -0.1
O -4.0145 -0.3557 -0.9968 0.1 0.0 -0.1
N -1.9904 -2.8523 2.1918 0.0 -0.1 0.1
N -2.3120 1.5975 -4.3179 0.0 0.0 0.0
N -1.8839 1.3668 -2.0083 0.0 -0.1 -0.1
N -3.0036 -1.2036 3.2730 0.0 0.0 0.0
N -1.8643 -0.7753 1.1694 -0.1 -0.1 -0.1
N -0.5353 2.6232 -3.4962 0.0 0.0 0.0
C -1.7185 2.2309 -5.4978 0.0 0.0 0.0
C 4.7105 -1.5843 0.5853 0.0 0.0 0.0
C 3.8671 1.7307 0.6112 0.0 0.0 0.0
C 4.4026 -3.3397 2.6935 0.0 0.0 0.0
C -2.2854 -1.5227 2.1905 0.0 0.1 0.0
C -2.0402 0.6712 1.1805 0.0 0.1 0.0
C 0.6302 2.4785 3.4069 0.0 0.0 0.0
C 5.8267 -2.1723 1.1548 0.0 0.0 0.0
C 2.6939 0.3854 -1.2374 0.0 0.0 0.0
C -2.7899 -3.5595 3.1916 0.0 0.0 0.0
C 3.4305 -1.8591 1.0722 0.0 0.0 0.0
C 3.7972 2.0808 -3.1596 0.0 0.0 0.0
C 1.1034 0.3922 1.4882 0.0 0.0 0.0
C -1.5923 1.8405 -3.2356 0.0 0.0 0.1
C -0.8194 0.9010 -1.1123 0.0 0.0 0.0
C 2.9880 1.0287 -3.5605 0.0 0.0 0.0
C 1.9188 -3.1991 2.6540 0.0 0.0 0.0
C 2.4409 0.1924 -2.5991 0.0 0.0 0.0
C -1.4780 -3.5319 1.0300 0.1 0.2 -0.1
C -1.0074 1.4193 0.3190 0.0 0.0 0.0
C 0.1588 3.4689 -2.5416 0.0 0.0 0.0
C 0.1582 2.6261 2.1497 0.0 0.0 0.0
C -3.9341 -0.0755 3.3829 0.0 0.0 0.0
C 3.5174 1.4482 -0.8284 0.0 0.0 0.0
C 3.2657 -2.7692 2.1226 0.0 0.0 0.0
C 1.3017 1.2773 3.7269 0.0 0.0 0.0
C 0.3399 1.6019 1.0999 0.1 0.0 0.0
C 1.5308 0.2716 2.7958 0.0 0.0 0.0
C -3.4081 0.6482 -4.4486 0.0 0.0 0.0
C 5.6698 -3.0474 2.2206 0.0 0.0 0.0
C -3.2599 -2.4081 4.0854 0.0 0.0 0.0
C -0.4875 2.9515 -4.9263 0.0 0.0 0.0
C 4.0514 2.2824 -1.8111 0.0 0.0 0.0
H 6.5347 -3.5100 2.6767 0.0 0.0 0.0
H -4.5914 -0.0288 2.5135 0.0 0.0 0.0
H 1.8933 -3.1512 3.7442 0.0 0.0 0.0
H -4.0937 1.0202 -5.2068 0.0 0.0 0.0
H 1.0938 -2.5848 2.2848 0.0 0.0 0.0
H 1.8178 -0.6364 -2.9207 0.0 0.0 0.0
H -2.1791 -4.2779 3.7341 0.0 0.0 0.0
H 4.2860 -4.0362 3.5157 0.0 0.0 0.0
H -1.6857 -4.5960 1.1265 0.0 0.0 0.0
H -1.9468 -3.3492 0.0005 -0.1 -0.1 0.0
H -0.5500 4.0327 -5.0525 0.0 0.0 0.0
H 3.1363 2.3939 1.0855 0.0 0.0 0.0
H -1.9334 1.0514 2.1987 0.0 0.0 0.0
H 1.2064 3.1752 -2.4449 0.0 0.0 0.0
H -4.5432 -0.2438 4.2661 0.0 0.0 0.0
H 4.7012 3.0953 -1.5094 0.0 0.0 0.0
H 4.2490 2.7345 -3.8945 0.0 0.0 0.0
H -4.3228 -2.4763 4.3057 0.0 0.0 0.0
H -0.4125 -3.3801 0.8843 0.0 0.0 0.0
H 0.4468 2.6065 -5.3672 0.0 0.0 0.0
H -1.4507 1.4640 -6.2244 0.0 0.0 0.0
H -3.4220 0.8719 3.5195 0.0 0.0 0.0
H -3.0456 -0.3364 -4.7464 0.0 0.0 0.0
H -0.8040 -0.1910 -1.1374 0.0 0.0 0.0
H 1.0212 2.0893 0.3675 0.0 0.0 0.0
H -0.3826 3.5248 1.8722 0.0 0.0 0.0
H -3.9672 0.5582 -3.5240 -0.1 0.0 0.0
H 6.8121 -1.9510 0.7678 0.0 0.0 0.0
H -3.0381 0.9428 0.8245 0.0 0.0 0.0
H 1.6869 1.1502 4.7330 0.0 0.0 0.0
H -2.4328 2.9104 -5.9610 0.0 0.0 0.0
H 1.7118 -4.2348 2.3757 0.0 0.0 0.0
H -1.4012 2.4344 0.2145 0.0 0.0 0.0
H -3.6248 -4.0835 2.7196 0.0 0.0 0.0
H -2.7095 -2.3554 5.0242 0.0 0.0 0.0
H 0.5019 3.2478 4.1552 0.0 0.0 0.0
H -0.3316 3.4175 -1.5723 0.0 0.0 0.0
H 4.8282 2.2388 0.6746 0.0 0.0 0.0
H 4.8427 -0.9076 -0.2510 0.0 0.0 0.0
H -2.7382 0.8119 -1.9433 -0.1 0.0 0.0
H 0.1116 4.5048 -2.8807 0.0 0.0 0.0
H 2.1257 -0.5795 3.0995 0.0 0.0 0.0
H 3.9332 0.8209 1.2046 0.0 0.0 0.0
H 2.8059 0.8418 -4.6110 0.0 0.0 0.0
H 0.1370 1.2374 -1.5044 0.0 0.0 0.0
```
Forces are in eV/Å.

Summary:
Total charge = +2
HOMO level = -13.713 eV


[2]
Computed, not measured: C19H26N4O4S in the gas phase at a distorted geometry, with ωB97M-V/def2-TZVPD.

The geometry in XYZ format:
```
54
Properties=species:S:1:pos:R:3:forces:R:3
S -1.2007 0.0595 -0.1717 -1.0 0.2 0.2
O -0.5240 0.6855 0.9360 -0.2 -0.2 0.1
O 2.7069 -3.4723 -0.3740 0.3 -0.2 0.1
O -0.5384 0.1279 -1.4486 -0.1 -0.2 -0.2
O 2.2782 3.5574 0.1927 0.3 0.0 0.1
N -4.8582 1.1132 -1.1191 -0.4 -0.4 -0.7
N -4.6227 1.9296 -0.0857 0.7 0.0 0.4
N -1.5811 -1.5306 0.1163 0.3 1.1 -0.3
N 1.8579 -1.4904 -1.0412 0.0 0.4 -0.3
C 2.6737 1.3298 -0.7114 -0.1 0.2 0.1
C 3.0647 2.4647 -0.0131 0.1 -0.1 0.0
C 0.4445 -2.9958 0.2422 0.2 0.0 0.1
C -2.8020 0.7656 -0.3123 0.4 0.0 0.2
C -3.3909 1.7653 0.4415 0.1 0.0 0.1
C 4.8209 0.3283 -0.3088 -0.1 -0.1 -0.1
C -0.8229 -2.5770 -0.5350 0.3 -0.2 -0.4
C -2.0020 -1.8071 1.4736 -0.4 -0.1 0.5
C -3.7673 0.3944 -1.2789 -0.1 0.2 0.1
C 1.7833 -2.6831 -0.4328 -0.5 -0.3 0.1
C -0.9259 -2.5549 2.2788 0.2 0.2 -0.1
C 0.9375 3.5047 -0.2380 -0.2 0.0 -0.1
C 0.4373 -2.3352 1.6285 -0.1 -0.2 0.1
C -2.8851 2.5546 1.5884 0.0 0.1 0.1
C 3.0903 -0.9717 -1.5976 0.1 0.0 -0.1
C -3.6126 -0.6408 -2.3269 -0.2 0.0 -0.1
C 4.3525 2.5307 0.5223 -0.1 0.1 0.0
C 5.2190 1.4695 0.3706 0.0 0.1 0.0
C 3.5496 0.2586 -0.8543 0.2 0.0 0.0
H 6.2120 1.5262 0.7913 0.1 0.0 0.0
H 0.6268 -1.2633 1.5374 0.1 -0.1 0.1
H -2.9347 -2.3827 1.4387 0.1 0.1 0.0
H -0.5824 -2.2127 -1.5342 0.0 -0.2 0.0
H -1.4936 -3.4363 -0.6412 0.0 0.1 0.0
H -5.3337 2.5826 0.2048 0.1 -0.1 0.0
H -1.1458 -3.6241 2.2946 0.0 0.0 0.1
H -3.6208 -1.6317 -1.8753 0.0 -0.1 0.0
H 3.8346 -1.7676 -1.5250 -0.1 0.1 -0.1
H -0.9191 -2.1945 3.3070 -0.1 -0.1 0.0
H 4.6434 3.4226 1.0545 0.0 0.1 0.1
H -2.6576 -0.5074 -2.8300 0.0 -0.1 -0.1
H -2.8546 3.6143 1.3378 0.0 0.1 0.0
H -4.4274 -0.5646 -3.0407 0.0 0.0 -0.1
H 0.8684 3.4406 -1.3290 0.0 0.0 0.0
H -1.8812 2.2203 1.8348 0.0 0.1 0.1
H 1.2289 -2.7695 2.2396 0.0 0.0 0.0
H 1.0624 -0.8677 -1.0676 0.1 -0.2 0.0
H 1.6877 1.2627 -1.1433 -0.1 0.1 0.0
H 0.4870 4.4386 0.0961 0.0 -0.1 -0.1
H 0.4322 -4.0815 0.3843 0.1 0.1 -0.1
H 2.9262 -0.7270 -2.6545 0.1 -0.1 0.1
H 0.4072 2.6583 0.2078 0.1 0.1 0.0
H -2.2146 -0.8378 1.9277 -0.1 -0.2 0.2
H 5.4976 -0.5061 -0.4133 0.1 -0.1 0.0
H -3.5317 2.4281 2.4562 0.0 0.0 0.1
```
Forces are in eV/Å.

Summary:
Structure (SMILES) = COc1cccc(CNC(=O)[C@H]2CCCN(S(=O)(=O)c3c(C)n[nH]c3C)C2)c1
HOMO level = -8.238 eV


[3]
Computed, not measured: C4H9N3 in the gas phase at a distorted geometry, with ωB97M-V/def2-TZVPD.

The geometry in XYZ format:
```
16
Properties=species:S:1:pos:R:3:forces:R:3
N -1.3274 1.3230 0.0858 -1.6 -1.6 -0.5
N -2.3111 -0.6492 -0.0068 4.4 2.0 3.1
N -2.4054 0.7118 -0.0339 -1.1 0.9 -0.3
C 0.6151 0.7098 1.2502 0.9 2.6 0.3
C -0.9043 -1.0304 -0.0144 1.1 -0.9 -0.5
C 0.5060 0.5816 -1.2701 0.2 0.4 0.4
C -0.2404 0.3369 0.0366 1.0 0.0 0.3
H 1.3644 -0.0818 -1.2539 0.7 0.3 0.1
H -2.8280 -1.2247 -0.5168 -3.7 -2.0 -2.7
H -0.5876 -1.5348 -0.9683 -0.6 0.4 0.5
H 0.7724 1.6790 -1.1601 0.0 -1.3 -1.3
H -0.5626 -1.7645 0.7416 -0.6 0.7 0.2
H 0.0113 0.6739 2.2085 0.9 -0.5 -1.0
H 0.7418 1.9401 1.1229 0.2 -3.2 0.4
H -0.0289 0.1788 -2.1725 0.0 1.3 0.8
H 1.6473 0.1848 1.2814 -1.8 0.9 0.2
```
Forces are in eV/Å.

Summary:
Structure (SMILES) = CC1(C)CNN=N1
HOMO level = -9.248 eV


[4]
Computed, not measured: a molecular structure, C31H25N4O5P2PtSe2 at a distorted geometry, with ωB97M-V/def2-TZVPD.

The geometry in XYZ format:
```
70
Properties=species:S:1:pos:R:3:forces:R:3
Pt 0.2499 -0.3036 -0.1652 -0.4 -0.7 0.9
Se 5.3862 -3.0986 -3.5389 0.0 0.0 0.0
Se -0.1916 -2.2994 -1.4534 -0.1 0.1 0.2
P 5.6300 -1.4745 -2.2273 0.0 -0.1 -0.1
P 1.6762 -2.2290 -2.6284 0.3 0.1 -0.4
O 1.0108 -1.5126 1.2618 0.2 0.4 0.2
O 0.4525 1.4585 1.1139 0.1 0.1 -0.1
O 0.8976 -1.3433 3.4983 -0.1 -0.1 0.1
O -1.4924 -0.3423 1.1231 0.1 0.1 -0.2
O -0.8636 3.1123 1.8135 0.0 0.0 0.1
N 4.1386 0.1737 -0.6315 0.0 0.0 0.0
N 2.9447 0.4974 -0.2388 0.0 -0.1 0.1
N -1.3182 1.7087 -1.9521 -0.1 -0.1 0.0
N 2.0972 -0.3238 -0.8222 -0.3 0.2 -0.6
C 8.2130 0.8598 -4.2519 0.0 0.0 0.0
C 2.1886 -3.9117 -2.8249 -0.2 -0.1 0.1
C 2.0617 -4.5300 -4.0645 0.0 0.0 0.0
C 2.9115 -6.5515 -3.0863 0.0 0.0 0.0
C 6.2912 2.2465 -3.8434 0.0 0.0 0.0
C 7.8996 -1.0400 1.1224 0.0 0.0 0.0
C 0.0293 -0.2894 -5.7973 0.0 0.0 0.0
C 4.0778 -0.8771 -1.4890 0.0 0.1 -0.1
C 5.6719 1.1991 -3.1732 0.0 0.0 0.0
C 2.5662 -1.0760 -4.9490 0.0 0.0 0.0
C -0.6461 1.8827 1.4596 0.0 -0.1 0.0
C -0.7002 0.8919 -1.4246 0.5 0.1 -0.2
C 1.1486 0.0080 -6.5596 0.0 0.0 0.0
C 3.0138 -5.9317 -1.8452 0.0 0.0 0.0
C 6.6964 -1.8124 -0.8081 0.0 0.0 0.0
C 7.5588 2.0798 -4.3773 0.0 0.0 0.0
C 0.3899 -1.3329 2.4159 -0.2 -0.1 -0.2
C 1.4347 -1.3765 -4.1846 0.0 0.0 0.0
C 2.4135 -0.3856 -6.1380 0.0 0.0 0.0
C 2.6477 -4.6078 -1.7060 0.0 0.0 0.0
C 7.0669 -0.7749 0.0493 0.0 0.0 0.0
C 8.0073 -3.3579 0.4813 0.0 0.0 0.0
C 6.3260 -0.0202 -3.0455 0.0 0.0 0.1
C 7.5988 -0.1891 -3.5923 0.0 0.0 0.0
C 8.3688 -2.3302 1.3384 0.0 0.0 0.0
C -1.8591 0.9881 1.5116 0.0 0.1 -0.1
C 0.1666 -0.9834 -4.6047 0.0 0.0 0.0
C 2.7419 -1.2141 -1.6264 -0.1 0.0 0.1
C 2.4348 -5.8585 -4.1898 0.0 0.0 0.0
C 7.1699 -3.1016 -0.5953 0.0 0.0 0.0
C -1.1376 -1.2243 2.2429 0.2 -0.1 0.1
H 1.0370 0.5526 -7.4878 0.0 0.0 0.0
H 9.2009 0.7260 -4.6718 0.0 0.0 0.0
H 3.2856 -0.1553 -6.7350 0.0 0.0 0.0
H 5.7807 3.1955 -3.9408 0.0 0.0 0.0
H 3.2059 -7.5872 -3.1922 0.0 0.0 0.0
H 3.3857 -6.4808 -0.9913 0.0 0.0 0.0
H -1.5156 -2.2089 1.9725 -0.1 0.0 0.0
H -0.0490 3.6398 1.7297 0.0 0.0 0.0
H -0.9529 0.0223 -6.1246 0.0 0.0 0.0
H 6.7048 0.2301 -0.1213 0.0 0.0 0.0
H 6.8862 -3.8938 -1.2769 0.0 0.0 0.0
H 9.0231 -2.5317 2.1765 0.0 0.0 0.0
H 8.1014 -1.1456 -3.5064 0.0 0.0 0.0
H -2.2635 0.9864 2.5234 -0.1 0.0 0.0
H 2.3577 -6.3504 -5.1496 0.0 0.0 0.0
H -2.6184 1.3597 0.8237 0.0 0.0 -0.1
H 8.1875 -0.2384 1.7893 0.0 0.0 0.0
H 8.0401 2.8997 -4.8938 0.0 0.0 0.0
H 1.7055 -3.9762 -4.9236 0.0 0.0 0.0
H -1.6135 -0.8677 3.1513 0.0 0.0 0.0
H 4.6868 1.3474 -2.7527 0.0 0.0 0.0
H -0.7065 -1.2048 -4.0061 0.0 0.0 0.0
H 3.5525 -1.3950 -4.6286 0.0 0.0 0.0
H 8.3797 -4.3602 0.6456 0.0 0.0 0.0
H 2.7357 -4.1115 -0.7461 0.0 0.0 0.0
```
Forces are in eV/Å.

Summary:
Total charge = +1
HOMO level = -10.436 eV


For the records above, the corresponding E values read -2671.13092; -1657.78785; -321.98506; -7396.21268 Ha.